# 1
A 5-piece molecular cluster, H9O5 overall. Source: OMol25; level of theory: ωB97M-V with the def2-TZVPD basis set.

Spin multiplicity ... 1
ΔE to the lowest compared entry with this formula, charge and spin ... 47.9 kcal/mol
Total charge ... -1
HOMO ... -4.57 eV
Orbital gap ... 7.08 eV

Positions of all 14 atoms, in Å:
O (0.32680, -2.16735, -0.06428)
H (1.13634, -2.50540, -0.24331)
O (0.21499, 0.90419, 0.12669)
H (-0.19888, 1.20687, -0.75240)
H (-0.11750, 0.06409, 0.46200)
O (-0.42362, -2.87765, 2.52910)
H (-0.57090, -3.79262, 2.60534)
H (-0.08566, -2.58379, 1.58309)
O (-0.66957, -3.61123, -1.84145)
H (-0.15113, -2.75184, -1.17049)
H (-1.50388, -3.38941, -1.92193)
O (0.49131, 7.57210, -0.36891)
H (0.26724, 6.58300, -0.11107)
H (1.28446, 7.34904, -0.83240)

Atoms 1-3, force components in eV/Å:
-3.8866 1.7008 0.4840
4.2122 -1.3869 -0.4153
-0.4040 2.0170 -1.5597

Charge distribution, Löwdin scheme, values in e: number 1, O, carries -0.294; number 2, H, carries -0.098; number 3, O, carries -0.127; number 4, H, carries 0.065; number 5, H, carries -0.003; number 6, O, carries -0.149; number 7, H, carries -0.036; number 8, H, carries 0.024; number 9, O, carries -0.247; number 10, H, carries 0.021; number 11, H, carries -0.154; number 12, O, carries -0.104; number 13, H, carries 0.105; number 14, H, carries -0.002


# 2
C35H37Cl4GeO3Si2W as an isolated structure. Source: OMol25; level of theory: ωB97M-V with the def2-TZVPD basis set.

Spin multiplicity ... 2
Expectation value of S² ... 0.776
ΔE to the lowest compared entry with this formula, charge and spin ... 58.6 kcal/mol
Total charge ... +2
HOMO (spin up / spin down) ... -13.64 / -13.64 eV
Orbital gap (spin up / spin down) ... 6.19 / 4.45 eV

Positions of all 83 atoms, in Å:
W (0.10317, -0.43218, 0.10045)
C (-1.06742, 0.48079, 2.98627)
Si (0.05261, -0.99803, 2.62779)
C (-0.69143, -2.46719, 3.48764)
C (1.83606, -0.72549, 3.12240)
C (2.12777, -0.39246, 4.45004)
C (3.43895, -0.34536, 4.89378)
C (4.47693, -0.63199, 4.01411)
C (4.20047, -0.94524, 2.69298)
C (2.88309, -0.99774, 2.22803)
Si (2.56307, -1.33133, 0.40412)
C (3.56667, -0.09131, -0.60309)
C (3.03980, -3.04998, -0.13930)
H (-0.92893, 0.66009, 4.05924)
H (-2.11335, 0.22679, 2.80892)
H (-0.84427, 1.42083, 2.48796)
H (-0.91345, -2.11957, 4.50289)
H (0.01186, -3.29284, 3.58095)
H (-1.62835, -2.81969, 3.05667)
H (1.32873, -0.17780, 5.15449)
H (3.65508, -0.09283, 5.92365)
H (5.50190, -0.60718, 4.36100)
H (5.02892, -1.15088, 2.02233)
H (4.59004, -0.22262, -0.23297)
H (3.31338, 0.95883, -0.46944)
H (3.56892, -0.31381, -1.67021)
H (4.12970, -3.08651, -0.22492)
H (2.63320, -3.31624, -1.11620)
H (2.73805, -3.79958, 0.59158)
Cl (-5.60947, -2.53910, -2.77025)
C (-3.95725, -2.23319, -2.44466)
C (-2.98637, -2.50797, -3.41850)
Cl (-3.44164, -3.18283, -4.92256)
C (-1.64320, -2.21313, -3.17884)
Cl (-0.41695, -2.47692, -4.34411)
C (-1.30423, -1.65767, -1.95790)
O (-0.06247, -1.18441, -1.64252)
C (-2.25379, -1.45134, -0.96113)
O (-1.76661, -0.86495, 0.15599)
C (-3.59336, -1.69777, -1.20909)
Cl (-4.74283, -1.30224, -0.00219)
C (1.58783, 2.98134, 1.63147)
Ge (0.65643, 2.09200, 0.16540)
C (1.31478, 2.72236, -1.56730)
C (1.54588, 1.87668, -2.65058)
C (1.95854, 2.38759, -3.87299)
C (2.14719, 3.75449, -4.02423)
C (1.91663, 4.60817, -2.95451)
C (1.49863, 4.09528, -1.73457)
C (-1.26414, 2.73148, 0.17852)
C (-1.70657, 3.51301, 1.25748)
C (-3.02366, 3.90990, 1.38728)
C (-3.96731, 3.51441, 0.43957)
C (-3.58028, 2.74843, -0.66873)
C (-4.52674, 2.34578, -1.63295)
C (-4.14467, 1.61318, -2.74985)
C (-2.81212, 1.28693, -2.92420)
C (-1.85965, 1.66741, -1.97694)
C (-2.21488, 2.37934, -0.82226)
H (1.37294, 4.04882, 1.58323)
H (2.65886, 2.84521, 1.48617)
H (1.32231, 2.59485, 2.61374)
H (1.40329, 0.80613, -2.55934)
H (2.13756, 1.71891, -4.70541)
H (2.47316, 4.15437, -4.97534)
H (2.06243, 5.67453, -3.06956)
H (1.32214, 4.78179, -0.91202)
H (-1.00111, 3.81505, 2.02111)
H (-3.33159, 4.51665, 2.22880)
H (-5.00491, 3.80628, 0.55433)
H (-5.56702, 2.61761, -1.49487)
H (-4.88497, 1.31459, -3.48009)
H (-2.49475, 0.73465, -3.80042)
H (-0.81492, 1.42855, -2.16774)
C (0.05954, -5.46126, -0.26903)
C (-0.10975, -4.33756, 0.72595)
O (0.05944, -3.04980, 0.07074)
H (-0.07338, -6.42173, 0.22782)
H (1.05565, -5.44988, -0.71474)
H (-0.68947, -5.39555, -1.06276)
H (0.63824, -4.40006, 1.51623)
H (-1.10249, -4.36050, 1.17266)
H (0.15995, -3.23742, -0.87549)

Atoms 1-3, force components in eV/Å:
0.7453 -0.5067 0.9066
-0.0206 0.0193 -0.2540
0.2744 -0.4632 0.0176

Charge distribution, Löwdin scheme, values in e: number 1, W, carries 1.444; number 2, C, carries -0.176; number 3, Si, carries 0.557; number 4, C, carries -0.162; number 5, C, carries -0.325; number 6, C, carries -0.084; number 7, C, carries -0.048; number 8, C, carries -0.044; number 9, C, carries -0.078; number 10, C, carries -0.313; number 11, Si, carries 0.549; number 12, C, carries -0.181; number 13, C, carries -0.174; number 14, H, carries 0.062; number 15, H, carries 0.053; number 16, H, carries -0.027; number 17, H, carries 0.054; number 18, H, carries 0.043; number 19, H, carries 0.044; number 20, H, carries 0.109; number 21, H, carries 0.118; number 22, H, carries 0.119; number 23, H, carries 0.110; number 24, H, carries 0.050; number 25, H, carries 0.006; number 26, H, carries 0.045; number 27, H, carries 0.053; number 28, H, carries 0.040; number 29, H, carries 0.035; number 30, Cl, carries 0.742; number 31, C, carries -0.696; number 32, C, carries -0.697; number 33, Cl, carries 0.748; number 34, C, carries -0.632; number 35, Cl, carries 0.775; number 36, C, carries -0.365; number 37, O, carries -0.277; number 38, C, carries -0.355; number 39, O, carries -0.257; number 40, C, carries -0.624; number 41, Cl, carries 0.767; number 42, C, carries -0.202; number 43, Ge, carries 0.837; number 44, C, carries -0.351; number 45, C, carries -0.157; number 46, C, carries -0.058; number 47, C, carries -0.054; number 48, C, carries -0.057; number 49, C, carries -0.098; number 50, C, carries -0.179; number 51, C, carries -0.064; number 52, C, carries 0.009; number 53, C, carries 0.071; number 54, C, carries -0.149; number 55, C, carries 0.062; number 56, C, carries -0.001; number 57, C, carries 0.005; number 58, C, carries 0.022; number 59, C, carries -0.170; number 60, H, carries 0.034; number 61, H, carries 0.038; number 62, H, carries 0.023; number 63, H, carries 0.075; number 64, H, carries 0.115; number 65, H, carries 0.117; number 66, H, carries 0.116; number 67, H, carries 0.104; number 68, H, carries 0.108; number 69, H, carries 0.131; number 70, H, carries 0.141; number 71, H, carries 0.140; number 72, H, carries 0.133; number 73, H, carries 0.134; number 74, H, carries 0.081; number 75, C, carries -0.050; number 76, C, carries -0.254; number 77, O, carries -0.226; number 78, H, carries 0.097; number 79, H, carries 0.082; number 80, H, carries 0.091; number 81, H, carries 0.108; number 82, H, carries 0.117; number 83, H, carries 0.072


# 3
A 2-piece molecular cluster, CH4NO3 overall. Source: OMol25; level of theory: ωB97M-V with the def2-TZVPD basis set.

Spin multiplicity ... 1
ΔE to the lowest compared entry with this formula, charge and spin ... 136.0 kcal/mol
Total charge ... -1
HOMO ... -1.91 eV
Orbital gap ... 6.15 eV

Positions of all 9 atoms, in Å:
C (-1.89626, 0.87108, 0.39306)
N (1.45605, -0.05836, -0.27723)
O (2.17276, -1.32179, 0.27197)
O (-3.05846, 0.69936, 0.06320)
O (0.36493, -0.40000, -0.92595)
H (-1.27234, 1.65909, -0.04719)
H (-1.39424, 0.25312, 1.14465)
H (2.18726, 0.24182, -0.95757)
H (1.44031, -1.94432, 0.33505)

Atoms 1-3, force components in eV/Å:
-0.5962 -0.2595 -0.5275
0.2270 1.0137 0.7006
0.4930 -0.1011 -0.1280

Charge distribution, Löwdin scheme, values in e: number 1, C, carries -0.175; number 2, N, carries -0.320; number 3, O, carries -0.229; number 4, O, carries -0.075; number 5, O, carries -0.390; number 6, H, carries 0.064; number 7, H, carries 0.065; number 8, H, carries 0.054; number 9, H, carries 0.006


| no. | F_max (Eh/bohr) | electronic energy (eV) |
| --- | --- | --- |
| 1 | 0.143 | -10383.49922 |
| 2 | 0.025 | -167208.37724 |
| 3 | 0.024 | -8731.04352 |